# 1
18
Properties=species:S:1:pos:R:3:lowdin_charge:R:1 method="wB97M-V/def2-TZVPD" charge=0 fmax_ev_per_a=5.25 e_homo_ev=-8.744 energy_ha=-389.13341 e_above_lowest_ev=2.210 gap_ha=0.360
C -1.85208 -1.92405 0.16010 0.00
C -1.35007 -0.68796 -0.62452 -0.44
F -2.25971 -0.31389 -1.42762 0.10
C -0.43156 0.16774 -0.41607 -0.03
C 0.69655 -0.00771 0.54588 -0.33
C 1.00867 1.28172 1.30159 -0.15
C 2.29561 1.45607 0.47541 -0.19
N 2.06127 0.05773 -0.06172 -0.01
H -1.22595 -1.90335 1.17900 0.11
H -2.96332 -1.87072 0.37772 0.09
H -1.51507 -2.74086 -0.52448 0.08
H -0.31077 1.06720 -1.02988 0.14
H 0.69494 -0.92482 1.22867 0.15
H 1.19078 0.97484 2.28433 0.08
H 0.36887 2.16643 1.12003 0.12
H 3.21090 1.52687 1.19868 0.12
H 2.18367 2.33151 -0.15004 0.09
H 2.07170 0.07899 -1.05776 0.07

# 2
20
Properties=species:S:1:pos:R:3:lowdin_charge:R:1 method="wB97M-V/def2-TZVPD" charge=+2 fmax_ev_per_a=3.91 e_homo_ev=-16.500 energy_ha=-572.58495 e_above_lowest_ev=0.444 gap_ha=0.244
O -0.42054 -0.96143 -2.34605 0.05
C -1.36787 -0.08706 -2.83668 -0.17
C -1.16063 0.71625 -3.88130 0.10
H -2.28115 -0.06436 -2.23594 0.15
H -1.95099 1.40835 -4.17379 0.10
H -0.19243 0.77678 -4.38083 0.10
O -0.10709 -0.75617 1.55038 -0.02
C -0.00174 0.14820 0.61463 -0.36
O -0.95725 0.95809 0.52103 -0.12
Y 0.25838 2.20979 -0.93155 2.01
O 1.26386 0.57220 -1.95650 -0.15
C 0.80730 -0.59666 -1.91670 -0.18
H 1.48243 -1.45353 -2.04518 0.20
C 0.86196 -0.79683 2.61709 -0.20
H 1.03475 -1.86260 2.80657 0.14
H 1.79788 -0.34919 2.26007 0.12
C 0.32914 -0.09630 3.84519 -0.05
H 0.31200 0.99309 3.70381 0.08
H -0.68732 -0.43562 4.08510 0.10
H 0.97931 -0.32304 4.70067 0.10

Q: What is the charge in the second record?
A: +2

Repeat the first record exactly.
18
Properties=species:S:1:pos:R:3:lowdin_charge:R:1 method="wB97M-V/def2-TZVPD" charge=0 fmax_ev_per_a=5.25 e_homo_ev=-8.744 energy_ha=-389.13341 e_above_lowest_ev=2.210 gap_ha=0.360
C -1.85208 -1.92405 0.16010 0.00
C -1.35007 -0.68796 -0.62452 -0.44
F -2.25971 -0.31389 -1.42762 0.10
C -0.43156 0.16774 -0.41607 -0.03
C 0.69655 -0.00771 0.54588 -0.33
C 1.00867 1.28172 1.30159 -0.15
C 2.29561 1.45607 0.47541 -0.19
N 2.06127 0.05773 -0.06172 -0.01
H -1.22595 -1.90335 1.17900 0.11
H -2.96332 -1.87072 0.37772 0.09
H -1.51507 -2.74086 -0.52448 0.08
H -0.31077 1.06720 -1.02988 0.14
H 0.69494 -0.92482 1.22867 0.15
H 1.19078 0.97484 2.28433 0.08
H 0.36887 2.16643 1.12003 0.12
H 3.21090 1.52687 1.19868 0.12
H 2.18367 2.33151 -0.15004 0.09
H 2.07170 0.07899 -1.05776 0.07

Q: Which of these has the lowest charge?
A: C6H10FN

Q: The highest charge belongs to which entry?
A: C6H9O4Y